The following is a quantum chemistry calculation of C32H46N9PSiV as an isolated structure, from OMol25.

Orbital gap (alpha / beta)   7.06 / 7.95 eV
Calculated total energy   -90190.6112 eV
Multiplicity   3
Relative energy (zero: lowest compared OMol25 entry of this formula, charge and spin)   0.00 kcal/mol
LUMO energy (alpha / beta)   -3.812 / -2.951 eV
<S²>   2.0234
Molecular weight   666.8 u
Total charge   +1
HOMO level (alpha / beta)   -10.9 / -10.9 eV

XYZ file:
```
90
Properties=species:S:1:pos:R:3:forces:R:3:lowdin_charge:R:1
V -0.04825 -1.31283 0.47387 -0.646 -0.166 -0.401 0.708
N 1.11730 -2.34506 2.04762 0.207 -0.027 0.254 -0.034
C 0.53152 -2.74325 3.35408 -0.009 -0.029 -0.002 -0.208
C -0.72947 -3.57695 3.18818 -0.031 0.005 0.018 -0.161
C -1.94919 -2.77582 2.76145 -0.023 0.027 -0.042 -0.212
N -1.83019 -2.31316 1.35997 -0.044 0.074 -0.182 -0.035
H 1.37752 -3.19853 1.55146 0.011 0.035 -0.007 0.097
H 2.00015 -1.87168 2.23007 -0.046 -0.005 0.002 0.090
H 0.30509 -1.83043 3.90407 0.008 0.004 0.030 0.090
H 1.27413 -3.29380 3.93472 -0.036 -0.044 -0.027 0.127
H -0.94471 -4.05613 4.14420 -0.034 0.037 0.014 0.128
H -0.56096 -4.39919 2.48316 0.027 0.005 -0.007 0.119
H -2.06654 -1.89627 3.39863 0.029 -0.006 0.008 0.096
H -2.85280 -3.37728 2.87528 0.029 -0.023 0.022 0.128
H -2.61864 -1.71493 1.11981 0.017 -0.013 0.060 0.090
H -1.93759 -3.12138 0.74884 0.013 0.023 0.029 0.093
C -1.27647 -0.36067 -0.97123 -0.078 -0.005 0.386 -0.319
Si -0.18805 0.47451 -2.20997 0.087 0.177 -0.122 0.614
C 1.50837 -0.34866 -1.98410 -0.022 -0.071 0.115 -0.193
N 1.82044 -0.73084 -0.57063 0.110 0.007 0.220 -0.268
C 2.89460 -1.76299 -0.58202 -0.086 -0.038 0.004 -0.193
C 4.17772 -1.27904 -1.25966 0.017 -0.043 -0.022 -0.153
C 4.51059 0.17464 -0.88452 0.027 0.029 0.000 -0.174
C 3.79762 0.56101 0.40449 -0.022 0.033 -0.063 -0.158
C 2.27837 0.41944 0.26123 -0.004 0.155 0.043 -0.204
C -0.67630 0.16824 -3.98308 -0.003 -0.182 0.035 -0.242
C -0.99679 1.18135 -4.88438 0.024 0.090 -0.005 -0.086
C -1.38146 0.88354 -6.18541 0.009 0.012 0.009 -0.076
C -1.44808 -0.43501 -6.60595 -0.001 -0.047 -0.012 -0.074
C -1.13257 -1.46272 -5.72524 -0.005 0.060 -0.017 -0.071
C -0.75424 -1.15736 -4.42838 -0.022 -0.037 -0.021 -0.103
C -0.12283 2.32017 -1.87466 -0.074 0.040 -0.107 -0.272
C 1.05080 3.07211 -1.81202 0.056 -0.001 0.037 -0.107
C 1.02410 4.43920 -1.56819 -0.009 0.024 -0.006 -0.069
C -0.18964 5.09149 -1.41087 -0.006 0.016 -0.004 -0.070
C -1.37486 4.37550 -1.51502 0.035 -0.007 0.033 -0.082
C -1.33566 3.00725 -1.74114 -0.035 -0.028 0.067 -0.119
H -1.82500 -1.17128 -1.46530 0.007 -0.052 0.051 0.019
H -2.03763 0.33703 -0.60943 0.034 0.032 -0.033 -0.016
H 2.34088 0.20051 -2.42872 -0.039 0.044 -0.027 0.089
H 1.44288 -1.28970 -2.53901 -0.040 0.022 -0.044 0.092
H 2.50109 -2.65104 -1.07480 0.032 0.006 0.009 0.113
H 3.11307 -2.03607 0.45273 0.022 0.013 -0.001 0.102
H 4.09328 -1.38758 -2.34050 0.007 0.004 0.001 0.115
H 4.98343 -1.94696 -0.95026 -0.010 -0.001 0.010 0.121
H 4.20754 0.85745 -1.68158 0.000 -0.005 -0.001 0.104
H 5.58656 0.30217 -0.77298 -0.003 0.000 0.004 0.117
H 4.01892 1.59153 0.68649 0.016 -0.002 -0.002 0.122
H 4.16186 -0.06536 1.22410 -0.006 -0.011 -0.009 0.115
H 1.84086 1.32309 -0.16395 0.026 -0.034 0.026 0.090
H 1.84302 0.31051 1.26412 0.074 0.013 -0.003 0.063
H -0.94389 2.21903 -4.57445 -0.001 0.002 0.011 0.098
H -1.62693 1.68331 -6.87161 0.000 0.008 -0.003 0.107
H -1.74540 -0.66527 -7.62051 -0.002 -0.002 -0.005 0.108
H -1.18115 -2.49434 -6.04761 0.000 -0.011 -0.001 0.109
H -0.52222 -1.98047 -3.75743 0.010 0.018 0.036 0.090
H 2.01480 2.59340 -1.95266 -0.003 -0.013 -0.031 0.095
H 1.94814 4.99964 -1.51400 0.018 -0.006 -0.001 0.109
H -0.21334 6.15726 -1.22691 0.003 0.008 0.005 0.110
H -2.32548 4.88536 -1.42594 -0.016 -0.001 0.002 0.110
H -2.27344 2.46658 -1.82433 -0.010 -0.026 0.000 0.108
N -0.00896 -2.98213 -0.62514 0.193 -0.072 -0.085 0.073
C -0.16579 -4.03736 -1.10653 0.076 -0.019 0.010 -0.133
C -0.36216 -5.30142 -1.56966 0.026 0.051 -0.049 -0.257
C -0.87286 -6.21765 -0.61362 -0.119 -0.001 0.002 -0.227
N -1.30717 -6.86059 0.23798 0.034 -0.037 0.058 0.145
C -0.08676 -5.60894 -2.92698 -0.009 -0.012 -0.019 -0.220
N 0.14496 -5.80099 -4.03740 0.018 -0.013 -0.040 0.154
C -2.10336 3.50695 2.42313 -0.042 0.038 0.009 -0.166
N -2.83721 2.32290 2.87618 0.022 -0.043 -0.014 -0.139
C -2.51023 2.07171 4.27861 -0.047 0.034 0.014 -0.175
N -1.07668 1.93423 4.53074 0.031 -0.031 -0.020 -0.142
C -0.39953 3.13483 4.03914 0.007 0.008 0.036 -0.176
N -0.65977 3.41392 2.63114 0.009 -0.040 -0.032 -0.134
C -0.05947 2.40731 1.76495 -0.020 0.135 -0.012 -0.291
P -0.76048 0.71895 2.07691 0.361 -0.263 -0.329 1.016
C -2.55570 1.16312 2.04006 -0.110 0.082 0.024 -0.301
C -0.54327 0.72134 3.92172 -0.033 0.062 0.129 -0.316
H -2.47422 4.36435 2.98678 0.010 0.002 -0.010 0.135
H -2.30243 3.67214 1.36336 0.001 0.003 -0.012 0.123
H -3.02654 1.16956 4.61343 0.006 0.001 0.005 0.131
H -2.87549 2.91521 4.86622 0.002 -0.013 0.000 0.135
H 0.67596 3.03131 4.19484 0.000 0.001 0.001 0.131
H -0.75353 3.98221 4.62793 0.006 0.002 -0.007 0.134
H 1.02010 2.38295 1.93467 -0.012 -0.001 0.017 0.093
H -0.21731 2.67328 0.71742 -0.020 0.003 0.000 0.073
H -3.15571 0.31586 2.38740 0.013 -0.002 -0.001 0.092
H -2.85091 1.37330 1.01001 0.010 0.020 0.021 0.083
H 0.52060 0.62975 4.16252 -0.008 0.018 -0.007 0.097
H -1.05098 -0.13943 4.36406 0.005 -0.001 -0.023 0.074
```
Positions in Å, forces in eV/Å.

---

The following is a quantum chemistry calculation of one molecule with the formula C32H47F5O3S at a distorted geometry, from OMol25.

Orbital gap   8.33 eV
Calculated total energy   -64514.2733 eV
Relative energy (zero: lowest compared OMol25 entry of this formula, charge and spin)   0.51 kcal/mol
LUMO energy   0.470 eV
Molecular weight   606.8 u
HOMO level   -7.9 eV

XYZ file:
```
88
Properties=species:S:1:pos:R:3:forces:R:3:nbo_charge:R:1
C 3.51678 -1.31090 -6.11349 -0.050 -0.198 0.098 -0.634
H 3.35729 -1.37793 -7.18658 0.002 0.078 -0.073 0.235
H 4.51810 -0.92868 -5.94488 0.160 0.150 -0.016 0.207
H 2.80321 -0.60377 -5.70398 -0.029 0.117 0.052 0.208
C 3.34163 -2.70779 -5.51416 -0.048 -0.463 -0.202 -0.036
C 1.87577 -3.13197 -5.59297 0.087 0.177 -0.028 -0.391
H 1.49945 -2.98860 -6.60713 -0.048 -0.073 -0.069 0.213
C 1.01249 -2.34073 -4.60333 0.033 -0.281 0.039 -0.378
H -0.00026 -2.74263 -4.64422 -0.055 0.084 -0.008 0.206
H 0.95436 -1.29299 -4.90142 -0.069 0.073 0.018 0.198
C 1.55601 -2.42644 -3.16827 -0.040 0.265 -0.135 -0.251
C 0.69200 -1.69971 -2.16069 0.061 -0.062 -0.013 0.010
C -0.68594 -1.89403 -2.15357 -0.002 0.073 0.063 -0.191
C -1.50781 -1.27868 -1.23253 -0.101 0.095 0.149 -0.307
C -0.95392 -0.44414 -0.26812 0.075 -0.122 -0.099 0.389
C 0.42193 -0.27036 -0.24201 -0.132 0.056 0.103 -0.330
C 1.24773 -0.88843 -1.17103 -0.149 0.008 -0.046 -0.005
C 2.73203 -0.66436 -1.06688 0.246 -0.061 -0.047 -0.417
C 3.52445 -1.80918 -1.70166 -0.137 0.062 -0.098 -0.197
C 3.37110 -3.09733 -0.88640 0.285 0.269 0.056 -0.410
C 4.21903 -3.09499 0.38591 -0.141 -0.228 -0.021 -0.395
C 3.81546 -4.18418 1.38358 -0.084 0.088 -0.034 -0.386
C 2.38513 -4.06682 1.91731 0.268 0.134 0.074 -0.393
C 2.11609 -2.77986 2.69437 -0.330 -0.336 -0.154 -0.394
C 0.62748 -2.59829 2.97685 0.322 0.296 0.161 -0.387
C 0.34321 -1.32569 3.77222 -0.246 -0.278 -0.168 -0.401
C -1.15106 -1.01691 3.79842 0.360 0.186 -0.045 -0.420
C -1.48695 0.23546 4.58723 0.130 0.320 -0.076 -0.579
H -2.56223 0.39752 4.60437 -0.072 0.123 0.019 0.218
H -1.12038 0.16815 5.61136 -0.043 0.000 0.106 0.223
S -0.64149 1.76136 3.91394 -1.245 0.103 1.298 1.250
O -0.35610 1.52053 2.48785 0.467 -0.148 -1.304 -1.022
C -2.14592 2.85434 3.90807 0.633 -0.307 -0.020 -0.582
C -3.01964 2.53119 2.70873 -0.088 0.074 -0.036 -0.427
H -3.18229 1.45394 2.63897 0.024 -0.009 -0.073 0.229
H -2.50010 2.83808 1.79963 -0.049 -0.140 0.036 0.244
C -4.39753 3.19663 2.75667 0.326 0.252 0.051 -0.463
C -4.32392 4.71804 2.76893 -0.386 -0.132 -0.026 0.619
F -3.89939 5.19340 3.96971 -0.117 -0.046 0.206 -0.329
F -3.45147 5.19672 1.85339 -0.044 -0.057 -0.252 -0.319
C -5.70874 5.36092 2.49077 -0.195 0.047 -0.017 0.917
F -6.60647 4.93230 3.38552 0.073 -0.134 0.228 -0.316
F -6.15982 5.01319 1.28356 0.161 -0.104 -0.215 -0.312
F -5.68024 6.68643 2.54956 0.268 0.146 0.049 -0.300
H -4.96676 2.89405 1.87584 -0.028 0.023 0.080 0.247
H -4.94531 2.89455 3.65233 -0.060 0.024 -0.093 0.231
H -2.65540 2.70992 4.85868 -0.004 0.010 0.133 0.222
H -1.76868 3.87476 3.86101 0.021 -0.003 0.070 0.238
H -1.69035 -1.85950 4.24041 -0.066 0.048 0.009 0.215
H -1.50761 -0.90154 2.77362 -0.057 -0.070 0.011 0.232
H 0.72037 -1.43367 4.79236 0.061 0.029 0.073 0.192
H 0.86987 -0.49046 3.30806 0.086 0.013 0.001 0.211
H 0.24370 -3.46477 3.52105 -0.074 -0.074 -0.017 0.193
H 0.09817 -2.54376 2.02226 -0.065 -0.039 -0.055 0.206
H 2.67649 -2.79181 3.63231 0.094 0.070 0.039 0.194
H 2.45366 -1.92161 2.11397 0.069 0.141 -0.007 0.194
H 2.18988 -4.92210 2.56947 -0.088 -0.033 -0.027 0.201
H 1.67835 -4.13057 1.08842 -0.089 -0.062 -0.008 0.197
H 3.92319 -5.15972 0.90252 0.090 -0.062 0.026 0.198
H 4.50937 -4.15489 2.22769 0.045 -0.096 0.025 0.198
H 4.15400 -2.12291 0.87406 0.067 0.097 0.007 0.193
H 5.26800 -3.24394 0.11632 0.034 0.090 -0.003 0.201
H 3.65839 -3.95757 -1.49339 -0.068 -0.138 -0.040 0.200
H 2.32031 -3.20667 -0.62323 -0.098 -0.117 -0.054 0.206
C 3.00908 -1.92746 -3.14114 0.129 -0.499 0.187 -0.205
C 3.81111 -2.84270 -4.05554 0.070 0.380 -0.121 -0.197
C 5.33060 -2.69308 -4.14470 -0.077 -0.117 0.117 -0.413
H 5.83283 -3.18611 -3.31309 0.049 0.077 0.080 0.210
H 5.61752 -1.64183 -4.13070 0.046 0.063 0.038 0.203
C 5.68488 -3.35051 -5.49343 -0.022 -0.056 -0.083 -0.442
H 6.26867 -4.26104 -5.35382 0.061 0.011 -0.042 0.206
H 6.26467 -2.67437 -6.12260 0.026 -0.023 -0.053 0.214
C 4.34114 -3.66063 -6.19903 0.029 -0.032 0.585 0.118
O 4.37921 -3.47569 -7.59406 -0.007 0.010 -0.402 -0.723
H 5.04783 -4.06213 -7.96151 -0.053 0.021 -0.011 0.470
H 4.04421 -4.70002 -5.97977 -0.037 0.157 0.038 0.155
H 3.60988 -3.87969 -3.75851 -0.059 -0.049 -0.006 0.197
H 3.03600 -0.91715 -3.55974 -0.019 0.081 -0.049 0.204
H 4.58539 -1.53688 -1.73071 0.002 0.022 -0.002 0.205
H 3.00158 -0.53624 -0.01713 -0.007 0.058 0.040 0.209
H 2.98572 0.27279 -1.57361 0.058 0.003 0.037 0.217
H 0.85226 0.36274 0.52270 0.078 0.071 0.103 0.221
O -1.76958 0.15721 0.63517 0.033 0.103 -0.030 -0.731
H -1.21738 0.69956 1.24182 -0.185 -0.049 0.003 0.509
H -2.57508 -1.43637 -1.24452 -0.131 -0.016 0.007 0.215
H -1.13628 -2.55217 -2.88125 -0.044 -0.063 -0.101 0.203
H 1.55627 -3.48961 -2.88956 0.097 -0.019 -0.017 0.200
H 1.79792 -4.19673 -5.35596 0.007 -0.086 -0.018 0.196
```
Positions in Å, forces in eV/Å.